(1)
Entry from the OMol25 dataset: a 8-piece molecular cluster, C24H32O24 overall at a distorted geometry (ωB97M-V with the def2-TZVPD basis set).

Geometry as XYZ:
```
80
Properties=species:S:1:pos:R:3:forces:R:3:mulliken_charge:R:1
O 21.029 -25.733 -22.742 0.1 0.2 0.0 -0.531
C 20.831 -26.177 -21.658 0.2 -0.4 0.1 0.608
O 20.900 -27.496 -21.359 -0.2 0.1 0.1 -0.385
C 20.581 -27.704 -19.975 -0.2 -0.4 -0.1 -0.177
C 20.072 -26.335 -19.509 1.3 -0.3 -0.3 0.255
O 20.542 -25.457 -20.554 -0.3 0.0 -0.2 -0.368
H 19.860 -28.517 -19.898 -0.2 0.2 -0.1 0.277
H 21.468 -28.052 -19.444 0.1 0.3 -0.1 0.162
H 20.640 -26.075 -18.625 -0.7 0.3 0.3 -0.086
H 18.993 -26.259 -19.447 0.0 0.1 0.3 0.252
O 19.506 -23.812 -13.315 0.0 -0.4 -0.2 -0.443
C 18.845 -22.827 -13.367 0.5 0.6 1.1 0.543
O 19.390 -21.579 -13.375 -0.5 -0.1 -0.6 -0.219
C 18.350 -20.616 -13.644 0.4 -0.3 -0.5 -0.347
C 17.058 -21.447 -13.611 0.2 0.2 1.3 -0.304
O 17.515 -22.756 -13.239 -0.2 -0.2 -0.9 -0.370
H 18.420 -19.841 -12.887 -0.2 0.1 0.0 0.295
H 18.538 -20.210 -14.637 0.0 0.2 0.1 0.257
H 16.497 -21.479 -14.538 0.1 -0.1 -0.1 0.270
H 16.435 -21.108 -12.786 -0.3 0.0 -0.2 0.254
O 24.431 -23.458 -15.859 -0.2 -0.3 0.1 -0.602
C 25.232 -22.658 -16.224 0.0 0.6 0.3 0.705
O 24.993 -21.735 -17.180 0.0 -0.3 -0.4 -0.349
C 26.200 -21.061 -17.489 0.7 1.3 0.2 -0.362
C 27.078 -21.343 -16.264 0.1 -0.5 -0.5 -0.263
O 26.459 -22.513 -15.708 0.0 -0.1 -0.1 -0.301
H 26.650 -21.338 -18.445 -0.2 -0.8 0.1 0.258
H 26.032 -19.989 -17.610 -0.4 -0.1 0.3 0.273
H 27.076 -20.550 -15.521 -0.1 0.0 0.0 0.275
H 28.092 -21.613 -16.547 0.1 0.1 0.1 0.261
O 24.811 -29.175 -16.448 0.1 0.1 -0.2 -0.511
C 25.076 -28.053 -16.728 -0.4 0.1 0.8 0.591
O 26.134 -27.359 -16.237 -0.2 0.2 0.0 -0.349
C 26.265 -26.158 -16.989 0.6 -0.1 -1.4 -0.287
C 24.935 -26.022 -17.744 0.2 1.5 0.1 -0.079
O 24.269 -27.235 -17.453 0.1 -0.3 -0.8 -0.270
H 26.607 -25.279 -16.450 -0.4 -0.3 0.7 0.212
H 27.044 -26.359 -17.736 0.0 0.1 0.1 0.313
H 25.145 -25.780 -18.792 -0.2 -1.1 -0.2 0.280
H 24.309 -25.169 -17.479 0.0 -0.3 0.7 0.177
O 19.805 -27.664 -16.700 0.2 -0.2 -0.3 -0.587
C 20.702 -27.214 -16.057 -0.5 0.3 0.8 0.722
O 21.414 -27.903 -15.144 0.3 -0.1 -0.6 -0.356
C 22.435 -27.069 -14.590 -0.4 0.4 0.6 0.594
C 22.025 -25.652 -15.032 -0.1 -0.8 -0.2 1.119
O 21.036 -25.913 -16.044 0.1 0.1 -0.2 -0.377
H 22.312 -27.164 -13.514 0.3 0.0 0.0 -0.361
H 23.431 -27.395 -14.871 -0.1 -0.1 -0.2 -0.093
H 22.806 -25.068 -15.502 0.1 0.1 0.3 -0.262
H 21.539 -25.169 -14.187 0.0 0.5 -0.3 -0.323
O 25.782 -22.674 -12.455 0.2 -0.1 0.0 -0.549
C 24.599 -22.649 -12.383 -0.1 0.1 -0.1 0.621
O 23.845 -21.573 -12.707 0.1 0.3 0.1 -0.377
C 22.469 -21.879 -12.597 -1.1 -0.9 -0.2 0.000
C 22.450 -23.248 -11.906 0.5 -0.1 0.9 -0.254
O 23.827 -23.669 -11.974 -0.2 -0.2 -0.2 -0.297
H 21.894 -21.172 -12.003 0.4 0.4 0.0 0.286
H 22.000 -21.931 -13.579 0.2 0.1 -0.1 0.219
H 21.807 -24.023 -12.307 0.0 0.2 -0.4 0.064
H 22.223 -23.173 -10.839 -0.1 0.2 -0.1 0.341
O 17.843 -31.963 -11.283 0.2 0.0 0.2 -0.524
C 18.576 -31.425 -12.046 -0.2 0.1 -0.2 0.604
O 19.481 -30.461 -11.720 -0.3 0.0 0.4 -0.357
C 20.176 -30.096 -12.886 1.1 0.3 -1.4 0.306
C 19.246 -30.511 -14.008 -0.3 -0.8 0.9 -0.249
O 18.605 -31.655 -13.375 -0.1 0.1 -0.1 -0.377
H 20.452 -29.045 -12.966 -0.5 0.1 0.6 -0.152
H 21.132 -30.624 -12.976 -0.1 -0.3 0.3 0.140
H 19.748 -30.874 -14.895 -0.1 0.3 -0.2 0.269
H 18.440 -29.799 -14.183 0.3 0.2 -0.4 0.305
O 24.438 -30.691 -12.064 -0.1 -0.1 -0.2 -0.512
C 24.475 -29.567 -11.694 0.0 -0.3 0.5 0.531
O 24.692 -29.209 -10.402 0.4 0.0 -0.2 -0.371
C 24.847 -27.802 -10.300 -0.1 0.5 -0.8 -0.374
C 24.533 -27.293 -11.729 -1.4 0.4 0.9 0.091
O 24.267 -28.482 -12.468 0.7 0.3 -0.3 -0.241
H 24.121 -27.431 -9.582 0.2 0.1 0.2 0.291
H 25.862 -27.502 -10.050 0.0 -0.4 0.4 0.292
H 25.272 -26.606 -12.136 0.4 -0.6 -0.4 0.330
H 23.599 -26.722 -11.716 0.1 0.0 0.0 -0.049
```
Forces are in eV/Å.

Summary:
SMILES string: O=C1OCCO1.O=C1OCCO1.O=C1OCCO1.O=C1OCCO1.O=C1OCCO1.O=C1OCCO1.O=C1OCCO1.O=C1OCCO1
Kohn-Sham gap in eV: 10.514
Charge: 0
F_max in Eh/bohr: 0.0358
2S+1: 1
Relative energy (zero: lowest compared OMol25 entry of this formula, charge and spin) in kJ/mol: 92.5
Highest occupied orbital energy in eV: -10.572

=====

(2)
Entry from the OMol25 dataset: C24H33AsClI2LaP2 as an isolated structure at a distorted geometry (ωB97M-V with the def2-TZVPD basis set).

Geometry as XYZ:
```
64
Properties=species:S:1:pos:R:3:forces:R:3:mulliken_charge:R:1
I -0.376 -2.082 0.312 -0.6 -0.4 -0.6 -0.084
I -1.209 1.387 0.944 -0.4 0.3 -0.2 -0.054
La 1.700 0.437 -0.341 -0.7 -0.3 0.5 1.553
P 1.554 -0.330 2.553 0.4 -0.1 1.4 0.290
C 0.142 -0.873 3.594 -0.2 0.0 -0.3 -1.006
C 2.786 -1.648 2.904 0.1 0.1 -0.3 -1.158
H 3.050 -1.603 3.968 0.0 -0.1 -0.3 0.403
H 2.654 0.631 4.488 -0.1 0.3 -0.2 0.389
H 3.693 -1.497 2.299 -0.2 -0.1 0.3 0.404
H 2.967 1.612 3.015 -0.1 -0.1 0.3 0.395
H -0.309 -1.771 3.154 0.1 0.2 0.3 0.268
H 2.360 -2.630 2.662 0.1 0.2 0.1 0.326
C 2.205 1.052 3.578 0.1 0.1 -0.3 -1.173
H 0.475 -1.093 4.618 0.0 0.1 -0.3 0.429
H 1.381 1.729 3.840 0.3 -0.1 -0.1 0.331
H -0.619 -0.084 3.608 0.2 -0.2 0.1 0.257
P -0.197 0.580 -2.607 -0.4 0.4 -1.6 0.448
C -1.942 0.301 -3.068 -0.2 -0.2 0.5 -0.774
C -0.002 2.331 -3.133 0.1 0.0 0.4 -1.222
H 1.732 -0.225 -3.841 -0.2 -0.1 -0.3 0.421
H 0.402 0.236 -4.960 0.1 -0.2 0.3 0.393
H 0.319 -1.298 -4.031 0.2 0.1 -0.1 0.357
C 0.647 -0.253 -4.007 0.1 -0.2 0.3 -1.238
H 1.004 2.685 -2.862 -0.2 0.1 -0.2 0.437
H -0.142 2.410 -4.220 0.1 0.0 0.3 0.383
H -2.091 0.525 -4.136 0.1 -0.1 0.4 0.486
H -2.600 0.936 -2.461 0.1 -0.1 -0.2 0.036
H -0.747 2.943 -2.611 0.2 0.0 -0.1 0.336
H -2.199 -0.748 -2.871 0.0 0.2 -0.1 0.205
Cl 4.118 1.093 -0.891 0.1 0.0 0.0 -0.509
C -4.640 -5.442 0.290 -0.1 0.2 0.1 -0.553
C -3.863 -4.857 -0.710 0.0 0.3 -0.1 -0.721
C -3.583 -3.490 -0.658 -0.1 -0.2 0.4 -0.297
C -4.120 -2.697 0.372 1.2 -0.5 -0.8 0.109
C -4.959 -3.267 1.331 0.1 -0.1 0.4 -0.102
C -5.178 -4.652 1.311 -0.1 0.2 -0.2 -0.758
As -3.439 -0.854 0.494 -2.4 -0.1 1.4 1.035
C -4.794 0.151 -0.546 0.7 0.5 -0.6 0.907
C -4.651 1.533 -0.730 0.0 -0.1 -0.2 -0.260
C -5.502 2.221 -1.601 0.1 -0.2 0.3 -0.894
C -6.484 1.516 -2.297 0.0 -0.2 0.1 -0.595
C -6.663 0.146 -2.073 0.0 0.1 0.3 -0.706
C -5.830 -0.544 -1.183 0.2 -0.1 -0.1 -0.495
C -4.006 -0.409 2.318 1.2 0.2 0.0 0.410
C -4.462 0.889 2.578 0.1 -0.1 0.3 -0.230
C -4.573 1.326 3.897 -0.1 0.0 -0.3 -0.737
C -4.206 0.492 4.957 0.1 -0.1 -0.2 -0.523
C -3.752 -0.807 4.696 -0.1 -0.1 -0.2 -0.835
C -3.640 -1.256 3.377 0.1 0.2 0.2 -0.445
H -4.833 -6.515 0.271 0.1 0.3 0.1 0.411
H -3.458 -5.464 -1.521 -0.1 0.2 0.3 0.435
H -2.903 -3.043 -1.380 -0.1 -0.2 0.0 0.317
H -5.402 -2.650 2.112 0.1 -0.3 -0.2 0.645
H -5.768 -5.111 2.106 0.1 0.2 -0.3 0.428
H -3.877 2.070 -0.185 0.0 0.0 -0.3 0.264
H -5.389 3.298 -1.735 0.0 -0.3 0.0 0.420
H -7.122 2.041 -3.008 0.1 -0.2 0.2 0.426
H -7.463 -0.392 -2.584 0.3 0.2 0.2 0.422
H -5.982 -1.603 -0.968 0.0 0.3 -0.3 0.439
H -4.704 1.562 1.759 0.0 -0.1 0.3 0.273
H -4.934 2.339 4.072 0.1 -0.3 0.1 0.452
H -4.246 0.864 5.982 -0.1 -0.2 -0.3 0.427
H -3.471 -1.471 5.519 -0.1 0.3 -0.3 0.431
H -3.253 -2.255 3.171 0.0 0.2 0.1 0.572
```
Forces are in eV/Å.

Summary:
Kohn-Sham gap (spin up / spin down) in eV: 5.013 / 4.944
Charge: +2
F_max in Eh/bohr: 0.0545
2S+1: 1
Relative energy (zero: lowest compared OMol25 entry of this formula, charge and spin) in kJ/mol: 0.0
Highest occupied orbital energy (spin up / spin down) in eV: -14.254 / -14.259

=====

(3)
Entry from the OMol25 dataset: C24H33AuN6O4S as an isolated structure at a distorted geometry (ωB97M-V with the def2-TZVPD basis set).

Geometry as XYZ:
```
69
Properties=species:S:1:pos:R:3:forces:R:3:mulliken_charge:R:1
Au 1.282 -1.610 -0.812 0.1 -0.5 -0.1 0.594
C 3.334 -3.716 -1.013 0.0 0.0 0.0 -1.009
N 3.347 -2.261 -0.669 -0.3 0.2 -0.1 -0.139
C 4.158 -1.530 -1.687 0.0 0.0 0.0 -0.801
C 3.935 -2.036 0.657 -0.1 0.2 0.1 1.010
C 5.048 -2.740 1.050 0.2 -0.1 0.1 -0.377
C 5.614 -2.534 2.310 0.0 0.0 0.0 -0.937
C 5.076 -1.596 3.185 0.2 -0.1 -0.1 -0.961
C 3.968 -0.873 2.809 -0.2 0.0 -0.2 -0.348
C 3.371 -1.079 1.545 0.2 -1.0 0.1 -0.269
N 2.336 -0.338 1.084 -0.4 1.9 0.3 -0.263
C 1.459 0.302 1.858 0.5 -0.9 -0.4 0.717
C 0.932 -0.296 3.043 -0.2 0.2 0.6 -0.295
C -0.188 0.199 3.632 0.2 -0.2 0.0 -0.870
C -0.829 1.359 3.096 0.0 0.1 0.0 -0.727
C -0.350 1.989 1.996 -0.1 -0.1 -0.1 -0.552
C 0.823 1.507 1.335 -0.3 0.1 -0.3 0.637
N 1.324 2.165 0.299 0.0 0.1 0.1 0.189
C 0.534 3.191 -0.400 0.1 0.1 0.1 -0.835
C 2.729 2.148 -0.121 0.0 0.0 0.0 -0.921
H 4.345 -4.076 -1.209 0.0 0.0 0.0 0.450
H 2.898 -4.277 -0.191 0.0 0.0 0.0 0.371
H 2.736 -3.861 -1.908 0.0 0.0 0.0 0.326
H 5.195 -1.871 -1.653 0.0 0.0 0.0 0.380
H 3.745 -1.726 -2.674 0.0 0.0 0.0 0.376
H 4.123 -0.463 -1.480 0.0 0.0 0.0 0.245
H 5.500 -3.467 0.388 0.0 0.0 0.1 0.375
H 6.485 -3.106 2.597 0.0 0.0 0.0 0.433
H 5.537 -1.427 4.149 0.0 0.0 0.0 0.452
H 3.568 -0.100 3.453 0.0 0.0 0.0 0.529
H 1.392 -1.206 3.403 0.0 0.0 0.0 0.558
H -0.606 -0.294 4.499 -0.1 0.0 -0.1 0.453
H -1.706 1.757 3.591 0.0 0.0 0.0 0.435
H -0.821 2.898 1.654 0.0 -0.1 0.0 0.591
H 0.716 4.175 0.038 0.0 0.0 0.0 0.333
H 0.872 3.211 -1.433 0.0 0.0 0.0 0.410
H -0.524 2.951 -0.385 0.1 -0.1 0.0 0.091
H 3.076 3.181 -0.115 0.0 0.1 -0.1 0.432
H 3.344 1.559 0.548 -0.1 0.1 0.0 0.364
H 2.813 1.763 -1.137 0.0 -0.1 0.0 0.302
C -5.822 3.268 -1.274 0.1 0.0 0.1 -1.286
C -4.301 3.269 -1.118 -0.1 0.1 0.0 -0.558
S -3.575 1.665 -0.930 -0.2 0.3 0.0 1.337
O -2.169 1.733 -1.291 0.0 0.2 0.3 -0.678
O -3.934 1.137 0.365 0.1 0.4 -0.1 -0.732
C -4.334 0.672 -2.186 -0.1 0.3 -0.3 -0.802
C -4.114 -0.803 -1.921 0.0 -0.3 -0.1 -1.145
N -2.878 -1.071 -1.187 0.0 -0.3 0.0 0.108
C -1.648 -1.086 -1.731 0.1 -0.3 -0.1 1.110
N -0.748 -1.353 -0.794 0.2 0.2 0.2 -0.698
C -1.412 -1.479 0.405 0.2 0.1 -0.1 -0.926
C -2.721 -1.289 0.165 -0.2 -0.2 0.1 0.478
N -3.774 -1.360 1.149 0.0 -0.3 0.0 1.184
O -4.913 -1.485 0.761 -0.1 0.0 0.1 -0.637
O -3.408 -1.339 2.302 0.1 0.1 0.1 -0.626
C -1.368 -0.874 -3.171 0.0 0.0 0.0 -1.580
H -6.204 4.262 -1.051 0.0 0.0 0.0 0.390
H -6.295 2.576 -0.576 0.0 0.0 0.0 0.373
H -6.127 3.023 -2.290 0.0 0.0 0.0 0.344
H -4.002 3.749 -0.184 0.0 0.1 0.0 0.454
H -3.779 3.741 -1.949 0.0 0.1 0.0 0.413
H -3.873 1.008 -3.117 -0.1 0.0 0.0 0.437
H -5.401 0.876 -2.222 0.0 0.1 0.0 0.593
H -4.068 -1.326 -2.873 0.1 -0.1 0.0 0.453
H -4.927 -1.223 -1.345 0.0 0.0 0.0 0.481
H -0.933 -1.702 1.343 0.0 0.0 -0.1 0.764
H -1.899 -1.601 -3.786 0.0 0.0 0.0 0.400
H -0.301 -0.988 -3.347 0.0 0.0 0.0 0.304
H -1.667 0.129 -3.479 0.0 0.0 0.0 0.294
```
Forces are in eV/Å.

Summary:
Kohn-Sham gap (spin up / spin down) in eV: 6.024 / 6.006
Charge: +2
F_max in Eh/bohr: 0.0378
2S+1: 1
Highest occupied orbital energy (spin up / spin down) in eV: -14.021 / -13.958